Computed, not measured: a 2-piece molecular cluster, H4O2 overall, with ωB97M-V with the def2-TZVPD basis set.

XYZ file:
```
6
Properties=species:S:1:pos:R:3:mulliken_charge:R:1
O 2.062 -0.064 -0.098 -0.62
H 2.378 0.681 0.392 0.32
H 1.195 -0.187 0.346 0.30
O -2.082 -0.078 -0.021 -0.63
H -2.190 0.877 -0.193 0.33
H -1.225 -0.233 0.412 0.30
```

Summary:
Spin multiplicity = 1
HOMO energy = -11.7869 eV
Gap between HOMO and LUMO = 0.448 Ha
Lowest unoccupied orbital energy = 0.0148 Eh
SMILES = O.O

Computed, not measured: a 2-piece molecular cluster, C26H51N2O3 overall, with ωB97M-V with the def2-TZVPD basis set.

XYZ file:
```
82
Properties=species:S:1:pos:R:3:mulliken_spin:R:1
C 4.984 -0.071 0.100 0.00
C 4.463 1.220 -0.669 0.00
C 3.388 0.870 -1.810 0.00
C 1.959 1.139 -1.140 0.00
O 0.871 0.552 -1.864 0.00
C -0.016 -0.203 -0.990 0.01
C -1.156 -0.734 -1.987 -0.01
C -2.280 -1.580 -1.262 0.02
C -2.760 -2.866 -2.063 0.00
C -1.669 -4.038 -1.890 0.00
C -4.055 -3.402 -1.286 0.00
C -5.333 -2.485 -1.493 0.00
C -5.589 -1.610 -0.192 0.00
C -6.524 -0.586 -0.096 0.00
C -7.327 -0.350 1.236 0.00
C -6.824 0.429 -1.283 0.00
C -0.742 0.681 0.105 0.00
C -0.886 0.077 1.561 0.02
C -0.162 1.088 2.591 0.04
C -2.448 0.183 1.956 0.00
N -0.519 -1.335 1.744 0.31
O -0.643 -1.761 2.958 0.57
C 0.735 -1.751 1.090 0.02
C 2.058 -1.239 1.839 0.05
C 0.800 -3.355 1.257 0.00
C 0.750 -1.494 -0.475 0.01
H 6.084 -0.253 -0.067 0.00
H 4.439 -0.967 -0.326 0.00
H 4.741 -0.017 1.196 0.00
H 3.942 1.872 0.101 0.00
H 5.316 1.834 -1.068 0.00
H 3.545 1.657 -2.609 0.00
H 3.486 -0.178 -2.196 0.00
H 1.818 2.268 -1.202 0.00
H 1.995 0.895 -0.043 0.00
H -0.619 -1.435 -2.700 0.00
H -1.580 0.130 -2.586 0.00
H -3.191 -0.906 -1.169 0.00
H -2.029 -1.919 -0.220 -0.01
H -2.955 -2.687 -3.154 0.00
H -2.216 -5.030 -1.839 0.00
H -1.197 -3.923 -0.864 0.00
H -0.886 -4.014 -2.694 0.00
H -4.264 -4.487 -1.548 0.00
H -3.840 -3.416 -0.169 0.00
H -6.275 -3.077 -1.661 0.00
H -5.110 -1.810 -2.379 0.00
H -4.925 -1.818 0.698 0.00
H -8.378 -0.734 1.137 0.00
H -7.377 0.762 1.450 0.00
H -6.832 -0.820 2.130 0.00
H -5.868 0.653 -1.824 0.00
H -7.188 1.402 -0.833 0.00
H -7.620 -0.032 -1.930 0.00
H -1.789 0.879 -0.286 0.00
H -0.297 1.718 0.226 0.00
H 0.044 0.596 3.579 0.00
H 0.758 1.498 2.090 0.00
H -0.914 1.905 2.787 0.00
H -3.012 -0.761 1.721 0.00
H -2.925 1.110 1.520 0.00
H -2.481 0.317 3.081 0.00
H 1.902 -1.540 2.924 -0.01
H 2.160 -0.122 1.843 -0.01
H 2.969 -1.789 1.486 0.00
H 1.425 -3.670 2.133 0.00
H 1.277 -3.797 0.325 0.00
H -0.249 -3.771 1.287 0.00
H 0.269 -2.406 -0.948 0.00
H 1.836 -1.550 -0.796 0.00
C 4.871 4.696 0.993 0.00
O 4.614 3.757 1.719 0.00
N 6.103 4.987 0.501 0.00
C 6.337 6.126 -0.364 0.00
C 7.218 4.128 0.853 0.00
H 4.095 5.407 0.667 0.00
H 6.733 5.775 -1.320 0.00
H 7.064 6.791 0.108 0.00
H 5.413 6.676 -0.541 0.00
H 7.008 3.109 0.518 0.00
H 7.337 4.120 1.938 0.00
H 8.135 4.485 0.386 0.00
```

Summary:
Spin multiplicity = 2
HOMO energy (spin up / spin down) = -8.0893 / -8.0901 eV
Gap between HOMO and LUMO (spin up / spin down) = 0.321 / 0.304 Ha
Lowest unoccupied orbital energy (spin up / spin down) = 0.0237 / 0.0070 Eh
Expectation value of S² = 0.7541

Computed, not measured: C6H7AgLiO6 as an isolated structure, with ωB97M-V with the def2-TZVPD basis set.

XYZ file:
```
21
Properties=species:S:1:pos:R:3:mulliken_spin:R:1
Li 2.857 -0.706 -0.610 0.00
O 1.588 0.926 -1.092 0.00
O -0.184 0.198 -2.291 0.00
C -1.007 1.271 -1.825 0.00
C -1.976 0.784 -0.756 0.01
O 1.644 -1.019 -2.135 0.00
C 1.062 0.040 -1.825 0.00
H -0.378 2.087 -1.449 0.00
H -1.566 1.622 -2.700 0.00
H -2.559 -0.067 -1.127 0.00
H -2.670 1.611 -0.539 0.00
Ag 1.534 1.379 0.934 0.00
O -0.555 1.287 1.090 0.01
O -1.429 -0.758 0.990 0.15
C 0.254 -1.385 2.596 0.46
C 1.284 -1.620 1.640 0.16
O 2.000 -0.704 1.138 0.19
C -1.282 0.412 0.550 0.00
H 0.304 -0.473 3.191 0.00
H -0.311 -2.239 2.967 0.00
H 1.391 -2.646 1.252 0.01
```

Summary:
Spin multiplicity = 2
HOMO energy (spin up / spin down) = -8.6812 / -9.0582 eV
Gap between HOMO and LUMO (spin up / spin down) = 0.301 / 0.272 Ha
Lowest unoccupied orbital energy (spin up / spin down) = -0.0183 / -0.0612 Eh
Expectation value of S² = 0.7567

Summary of max |F| in eV/Å
1.58; 3.21; 2.57
(order as listed above)